Density functional theory data (wB97M-V/def2-TZVPD) for 5 unconnected molecules or ions with the total composition C28H69FOSi2.

Properties
HOMO (eV): -10.09
Total energy (hartree): -1862.40240
SMILES string: CC[Si@H](O[SiH3])[C@H](C)F.CCCCCC.CCCCCC.CCCCCC.CCCCCC

```
101
Properties=species:S:1:pos:R:3:forces:R:3
C -4.776 -4.805 -1.617 0.1 0.0 0.0
C -5.833 -4.151 -2.536 0.0 0.1 -0.1
Si -7.480 -3.774 -1.730 0.0 0.0 -0.1
O -8.720 -4.235 -2.733 0.0 -0.1 0.2
Si -10.085 -5.137 -2.513 0.1 0.1 -0.1
C -7.746 -1.925 -1.427 0.0 0.2 0.0
C -7.525 -1.037 -2.659 0.0 0.0 0.0
F -6.839 -1.525 -0.405 0.0 -0.1 -0.1
H -5.214 -5.245 -0.715 0.0 0.0 -0.1
H -4.035 -4.070 -1.290 -0.1 -0.1 0.0
H -4.236 -5.602 -2.136 -0.1 0.1 0.0
H -5.436 -3.221 -2.965 0.0 -0.1 0.0
H -6.053 -4.793 -3.398 0.0 0.0 0.2
H -7.606 -4.497 -0.439 0.0 0.0 0.0
H -10.322 -5.338 -1.066 0.0 0.0 0.0
H -11.233 -4.420 -3.100 0.0 0.0 0.0
H -9.934 -6.451 -3.169 0.0 0.0 0.0
H -8.746 -1.756 -1.007 0.1 0.0 -0.1
H -8.362 -0.359 -2.842 0.1 -0.1 0.1
H -7.359 -1.616 -3.575 -0.1 0.0 0.1
H -6.628 -0.434 -2.489 -0.1 -0.1 0.0
C -0.410 -2.553 3.175 0.0 0.0 0.0
C -0.512 -2.485 1.656 0.0 0.0 0.0
C -0.701 -1.065 1.124 0.0 0.0 0.0
C -1.989 -0.373 1.574 0.0 0.0 0.0
C -3.267 -1.130 1.209 0.0 0.0 0.0
C -3.423 -1.363 -0.289 0.0 0.0 0.0
H -1.327 -2.207 3.655 0.0 0.0 0.0
H -0.224 -3.572 3.517 0.0 0.0 0.0
H 0.408 -1.924 3.536 0.0 0.0 0.0
H -1.333 -3.124 1.316 0.0 0.0 0.0
H 0.397 -2.903 1.212 0.0 0.0 0.0
H -0.677 -1.092 0.031 0.0 0.0 0.0
H 0.158 -0.461 1.433 0.0 0.0 0.0
H -2.024 0.621 1.117 0.0 0.0 0.0
H -1.964 -0.208 2.655 0.0 0.0 0.0
H -4.131 -0.573 1.579 0.0 0.0 0.0
H -3.287 -2.093 1.729 0.0 0.0 0.0
H -3.421 -0.413 -0.832 0.0 0.0 0.0
H -4.365 -1.865 -0.508 0.0 0.0 0.0
H -2.610 -1.973 -0.690 0.0 0.0 0.0
C 3.292 -0.643 -4.394 0.0 0.0 0.0
C 1.990 -0.425 -3.634 0.0 0.0 0.0
C 1.992 -1.049 -2.238 0.0 0.0 0.0
C 2.199 -2.565 -2.208 0.0 0.0 0.0
C 1.172 -3.359 -3.014 0.0 0.0 0.0
C -0.254 -3.151 -2.520 -0.1 0.0 0.0
H 3.476 -1.702 -4.582 0.0 0.0 0.0
H 3.277 -0.137 -5.361 0.0 0.0 0.0
H 4.142 -0.256 -3.826 0.0 0.0 0.0
H 1.153 -0.819 -4.219 0.0 0.0 0.0
H 1.805 0.648 -3.533 0.0 0.0 0.0
H 1.057 -0.795 -1.731 0.0 0.0 0.0
H 2.785 -0.577 -1.653 0.1 0.0 0.1
H 2.164 -2.898 -1.164 0.0 0.0 0.0
H 3.204 -2.805 -2.566 0.0 0.0 0.0
H 1.424 -4.421 -2.960 0.0 0.0 0.0
H 1.239 -3.087 -4.071 0.0 0.0 0.0
H -0.337 -3.423 -1.463 0.0 0.0 0.0
H -0.968 -3.757 -3.080 0.0 0.0 0.0
H -0.563 -2.108 -2.615 0.0 0.0 0.0
C 5.018 1.186 -0.062 0.0 0.0 0.0
C 4.422 0.001 0.688 0.0 0.0 0.0
C 3.079 0.320 1.344 0.0 0.0 0.0
C 3.130 1.436 2.387 0.0 0.0 0.1
C 4.098 1.192 3.544 0.0 0.0 0.0
C 3.766 -0.052 4.358 0.0 0.0 0.0
H 5.254 2.012 0.612 0.0 0.0 0.0
H 5.940 0.909 -0.576 0.0 0.0 0.0
H 4.317 1.564 -0.812 0.0 0.0 0.0
H 5.137 -0.359 1.433 0.0 0.0 0.0
H 4.279 -0.831 -0.006 0.0 0.0 0.0
H 2.672 -0.591 1.795 0.0 0.0 0.0
H 2.368 0.610 0.563 0.0 0.0 0.0
H 2.124 1.585 2.793 0.0 0.0 0.0
H 3.393 2.374 1.896 0.0 0.1 0.0
H 4.086 2.068 4.199 0.0 0.0 0.0
H 5.121 1.117 3.163 0.0 0.0 0.0
H 2.746 0.001 4.749 0.0 0.0 0.0
H 4.443 -0.166 5.205 0.0 0.0 0.0
H 3.839 -0.959 3.754 0.0 0.0 0.0
C 5.879 5.432 1.199 0.0 0.0 0.0
C 4.767 5.318 2.234 0.0 0.0 0.0
C 3.366 5.345 1.624 0.0 0.0 0.0
C 3.021 6.621 0.853 0.0 0.0 0.0
C 3.151 7.912 1.661 0.0 0.0 0.0
C 2.254 7.951 2.892 0.0 0.0 0.0
H 5.842 6.387 0.672 0.0 0.0 0.0
H 6.863 5.351 1.663 0.0 0.0 0.0
H 5.796 4.640 0.449 0.0 0.0 0.0
H 4.868 6.119 2.972 0.0 0.0 0.0
H 4.884 4.382 2.790 0.0 0.0 0.0
H 2.628 5.183 2.415 0.0 0.0 0.0
H 3.266 4.495 0.943 0.0 0.0 0.0
H 1.993 6.534 0.485 0.0 0.0 0.0
H 3.653 6.694 -0.036 0.0 0.0 0.0
H 2.910 8.757 1.010 0.0 0.0 0.0
H 4.193 8.055 1.964 0.0 0.0 0.0
H 1.206 7.809 2.615 0.0 0.0 0.0
H 2.336 8.907 3.411 0.0 0.0 0.0
H 2.515 7.168 3.606 0.0 0.0 0.0
```
Positions in Å, forces in eV/Å.

These are the Mulliken partial charges, in e, on atoms 1 to 5: C -0.770; C -0.538; Si 0.059; O -0.075; Si 0.329



Density functional theory data (wB97M-V/def2-TZVPD) for a molecular structure, C28H70F6KN6O35S8 at a distorted geometry.

Properties
HOMO (eV): -3.29
Total charge: -1
Total energy (hartree): -8454.62887

```
154
Properties=species:S:1:pos:R:3:forces:R:3
K -0.277 2.994 -2.685 0.0 -0.2 0.3
C -4.883 -3.230 6.471 0.8 -0.5 -0.7
C -5.294 -3.878 7.770 -1.9 -1.7 1.0
O -4.618 -4.800 8.277 1.6 0.2 -0.5
O -6.428 -3.593 8.212 -0.7 1.3 -0.1
H -4.405 -4.003 5.868 0.5 0.0 0.1
H -4.142 -2.462 6.693 -0.1 0.3 -0.4
H -5.708 -2.912 5.834 -0.1 0.6 0.5
C 0.993 -1.892 -1.088 -0.1 1.7 2.7
F 1.410 -3.077 -1.384 -0.3 -1.2 -0.7
F 2.051 -1.066 -1.177 -0.5 0.2 -0.7
F -0.030 -1.479 -1.851 0.7 -0.2 -0.3
S 0.419 -1.821 0.760 -0.9 -1.0 1.7
O -0.938 -2.395 0.814 2.2 1.2 -0.8
O 1.456 -2.507 1.564 -1.8 1.3 -2.3
N 0.388 -0.096 1.038 -1.4 -3.4 -4.7
S 0.906 0.010 2.432 2.7 2.2 6.6
O 0.115 -0.631 3.471 0.1 0.4 -0.9
O 2.339 -0.090 2.603 -0.1 -0.1 -0.5
C 0.719 1.898 2.858 0.8 -2.7 -0.2
F -0.518 2.031 3.351 0.7 1.3 -0.1
F 1.688 2.145 3.789 -1.6 0.4 -0.8
F 0.953 2.700 1.793 -0.5 0.2 0.6
C -5.264 0.746 0.724 -0.7 -1.3 -0.3
O -4.134 1.554 0.571 0.4 0.6 -0.2
H -5.621 0.641 1.748 0.1 0.4 0.1
H -6.082 1.060 0.077 0.1 0.6 0.1
H -5.069 -0.269 0.376 0.2 -0.2 0.1
H -3.355 1.006 0.692 0.0 0.0 0.2
O -5.538 8.914 -1.312 2.6 0.4 1.7
S -4.231 8.936 -0.616 -0.3 -1.4 -1.1
O -3.161 8.061 -1.154 -2.0 2.2 1.2
O -3.634 10.438 -0.512 1.3 -1.9 -0.2
C -4.463 11.534 -0.229 -1.5 0.3 -0.9
C -5.046 12.034 -1.540 -0.1 1.2 -0.4
C -4.388 8.592 1.178 0.7 0.2 -1.3
H -3.899 12.309 0.289 0.2 -0.3 0.0
H -5.309 11.238 0.392 0.1 -0.1 0.3
H -5.097 11.310 -2.353 -0.3 -0.4 0.6
H -4.457 12.833 -1.989 0.2 0.2 0.3
H -6.034 12.445 -1.329 -0.1 0.0 -0.3
H -4.947 9.387 1.672 -0.4 -0.4 -0.2
H -3.358 8.650 1.528 0.0 -0.2 0.0
H -4.756 7.568 1.237 -0.3 0.3 0.3
O 7.058 -7.942 -5.671 -0.3 -1.1 -0.2
S 6.657 -9.276 -6.061 0.6 -1.2 -2.1
O 5.910 -9.491 -7.333 1.8 0.3 3.6
O 8.052 -10.243 -6.217 -1.9 0.7 -0.6
C 9.134 -9.993 -5.336 0.3 1.9 0.9
C 10.189 -11.029 -5.389 0.2 -1.5 -0.2
C 5.925 -10.137 -4.609 -0.3 0.6 -0.3
H 8.762 -9.830 -4.324 -0.1 -0.1 0.2
H 9.646 -9.071 -5.609 -0.4 0.4 -0.2
H 10.360 -11.253 -6.442 0.2 -0.3 0.1
H 9.932 -11.938 -4.845 -0.3 -0.2 -0.3
H 11.129 -10.730 -4.926 -0.1 0.5 -0.1
H 5.697 -9.394 -3.845 0.1 0.2 -0.2
H 6.630 -10.848 -4.178 0.0 0.0 -0.4
H 4.984 -10.602 -4.905 0.3 -0.1 -0.2
O -9.133 -5.366 -0.718 -1.9 -1.4 3.1
S -9.752 -5.778 0.581 0.3 1.3 -1.8
O -10.430 -4.752 1.399 1.3 -2.3 -1.4
O -10.823 -7.023 0.253 1.7 0.6 -0.2
C -11.490 -7.606 1.395 -1.4 -0.1 0.1
C -12.194 -8.957 1.039 0.4 1.1 -1.0
C -8.516 -6.701 1.559 -1.3 0.6 0.1
H -12.231 -6.836 1.608 -0.2 -0.3 0.7
H -10.823 -7.743 2.246 0.1 0.0 -0.1
H -13.009 -8.791 0.334 0.0 0.3 -0.1
H -12.668 -9.474 1.873 0.5 0.2 0.3
H -11.509 -9.595 0.480 0.2 -0.2 0.4
H -8.399 -7.707 1.156 0.1 0.3 -0.2
H -9.051 -6.749 2.507 0.6 -0.1 0.3
H -7.597 -6.122 1.654 -0.2 -0.1 -0.2
O 3.446 1.159 -9.344 -0.1 -2.6 1.9
S 3.438 -0.001 -8.422 -2.0 1.7 0.3
O 2.423 -0.035 -7.295 3.1 -0.1 -3.2
O 3.254 -1.321 -9.368 0.8 2.5 0.6
C 2.973 -2.593 -8.807 -1.6 -0.6 -1.0
C 2.500 -3.397 -10.062 1.5 -0.6 1.3
C 5.113 -0.233 -7.748 -0.6 -0.9 -0.2
H 2.139 -2.481 -8.114 0.2 -0.1 0.2
H 3.858 -2.994 -8.312 -0.1 -0.2 -0.1
H 1.725 -2.899 -10.645 0.1 -0.1 0.3
H 2.238 -4.405 -9.742 -0.6 0.1 0.0
H 3.398 -3.589 -10.650 -0.1 0.4 -0.5
H 5.525 0.676 -7.310 -0.5 -0.1 0.2
H 5.835 -0.609 -8.473 -0.4 0.3 -0.5
H 4.945 -1.074 -7.074 0.3 0.4 0.6
O 7.239 3.698 0.767 0.5 0.3 0.0
S 7.273 3.348 -0.613 -1.5 -1.1 -1.2
O 6.107 3.611 -1.431 1.5 0.3 0.4
O 8.581 3.948 -1.378 -4.0 0.1 -0.4
C 9.752 3.980 -0.689 2.7 -1.1 1.4
C 10.721 3.175 -1.511 0.4 0.5 -0.4
C 7.620 1.599 -0.763 0.8 0.2 0.8
H 9.745 3.404 0.237 -0.7 0.6 0.6
H 10.072 5.009 -0.524 0.0 -0.1 0.1
H 10.824 3.732 -2.442 0.5 -0.5 -0.2
H 10.291 2.190 -1.694 0.0 0.1 -0.1
H 11.660 3.026 -0.977 0.1 0.2 -0.3
H 8.427 1.398 -0.058 0.3 0.1 -0.1
H 7.956 1.373 -1.775 -0.4 -0.1 0.1
H 6.819 0.985 -0.350 -0.4 0.3 -0.5
O 2.050 12.166 3.010 1.2 -0.2 0.9
S 3.022 11.186 3.426 -0.2 -2.7 -0.3
O 4.477 11.320 3.254 -2.7 0.1 0.5
O 2.638 10.742 4.995 1.3 1.4 -2.3
C 3.490 9.747 5.602 -0.1 0.2 2.1
C 3.872 10.281 7.027 -0.5 -0.1 -0.8
C 2.460 9.576 2.597 0.5 1.1 -0.2
H 4.431 9.449 5.138 -0.3 0.6 -0.8
H 2.822 8.886 5.621 0.3 -0.3 0.5
H 4.447 9.538 7.580 -0.2 -0.1 0.0
H 2.982 10.588 7.577 -0.1 -0.4 0.1
H 4.478 11.186 6.991 0.1 -0.1 -0.5
H 1.608 9.123 3.103 0.4 0.2 0.5
H 3.319 8.917 2.470 -0.1 0.0 0.4
H 2.082 9.816 1.603 0.3 0.4 0.0
C -6.621 3.080 6.859 -0.5 0.4 0.9
N -7.641 4.123 6.501 -1.7 -0.3 1.7
O -7.428 4.903 5.640 1.8 1.3 -2.4
O -8.691 4.188 7.116 0.0 -1.1 0.9
H -5.670 3.610 6.896 0.0 -0.5 -0.7
H -6.773 2.240 6.181 0.5 0.3 -0.1
H -6.832 2.767 7.882 -0.3 -0.1 -0.2
C -3.527 -6.835 -4.238 -0.1 -0.5 0.3
N -2.339 -7.704 -4.566 1.3 0.1 -1.2
O -2.102 -8.754 -3.971 -0.7 1.6 -0.6
O -1.630 -7.238 -5.479 -1.0 -0.9 1.4
H -4.093 -7.297 -3.429 0.3 0.1 0.0
H -4.164 -6.746 -5.118 0.3 -0.2 -0.1
H -3.132 -5.848 -3.993 0.0 -0.2 0.1
C -0.792 0.519 9.977 0.7 -0.9 -0.6
N -1.331 0.897 11.284 -1.7 0.1 0.8
O -2.502 0.620 11.560 1.3 0.1 -0.8
O -0.604 1.495 12.036 0.7 0.4 0.5
H -1.106 1.236 9.218 -0.4 -0.3 0.1
H -1.077 -0.522 9.821 -0.5 0.3 -0.5
H 0.298 0.523 9.985 -0.1 0.3 0.4
C 2.384 -4.667 6.727 0.5 -0.8 -1.1
N 3.731 -3.977 6.464 -0.6 -2.5 0.3
O 3.883 -2.980 7.105 1.1 0.9 -0.3
O 4.533 -4.572 5.712 -1.4 1.6 1.3
H 2.580 -5.723 6.913 0.3 0.1 -0.2
H 1.887 -4.581 5.761 -0.4 0.0 0.3
H 1.800 -4.307 7.574 0.5 0.7 -0.3
C -2.481 1.540 -9.775 -0.2 -0.4 0.0
N -2.587 0.767 -8.477 -1.2 -0.5 -0.2
O -2.581 -0.464 -8.481 0.5 1.6 -0.3
O -2.830 1.453 -7.509 0.4 0.0 0.6
H -1.450 1.873 -9.892 0.0 -0.6 -0.3
H -3.072 2.455 -9.731 -0.2 -0.3 0.5
H -2.909 0.870 -10.521 0.7 0.2 -0.2
```
Positions in Å, forces in eV/Å.

These are the Mulliken partial charges, in e, on atoms 1 to 5: K 0.993; C -0.649; C 0.550; O -0.752; O -0.740



Density functional theory data (wB97M-V/def2-TZVPD) for 7 unconnected molecules or ions with the total composition C28H71FNO26P7SSi at a distorted geometry.

Properties
HOMO (eV): -8.43
Total energy (hartree): -6297.51358
SMILES string: C[C@H](F)C[Si@@](N)(Cc1ccccc1)P(O)(O)=S.COP(=O)(OC)OC.COP(=O)(OC)OC.COP(=O)(OC)OC.COP(=O)(OC)OC.COP(=O)(OC)OC.COP(=O)(OC)OC

```
136
Properties=species:S:1:pos:R:3:forces:R:3
C -5.221 -0.559 2.309 0.6 0.2 -1.4
C -4.123 -0.750 1.234 -0.6 -0.3 0.9
F -4.744 -0.557 -0.052 0.5 -0.1 0.5
C -3.462 -2.144 1.281 -0.3 0.6 -0.8
Si -2.480 -2.332 -0.359 0.9 0.6 1.3
N -1.806 -0.741 -0.697 -0.6 -0.7 -0.2
C -1.043 -3.548 -0.223 0.3 -0.2 -0.6
C 0.207 -3.150 -1.016 0.4 -0.3 0.8
C 0.185 -2.483 -2.227 -0.8 0.3 -0.7
C 1.329 -2.093 -2.917 0.1 -0.1 0.2
C 2.573 -2.380 -2.373 -0.3 0.0 -0.1
C 2.604 -3.085 -1.176 1.1 -0.2 0.4
C 1.468 -3.477 -0.489 -0.6 0.3 -0.4
P -3.886 -3.056 -1.950 -0.5 -2.0 -0.9
O -5.416 -3.068 -1.329 0.8 1.3 -0.8
O -3.817 -2.125 -3.301 -0.6 0.5 1.2
S -3.518 -4.874 -2.509 0.4 0.3 0.1
H -4.770 -0.716 3.293 -0.3 0.1 -0.1
H -6.029 -1.264 2.084 0.2 0.0 0.4
H -5.611 0.461 2.186 0.0 -0.3 0.4
H -3.385 0.054 1.328 -0.1 -0.2 -0.1
H -4.240 -2.914 1.383 0.2 0.1 0.2
H -2.792 -2.141 2.154 -0.1 -0.2 -0.2
H -2.477 -0.133 -1.151 0.2 0.3 0.2
H -1.494 -0.327 0.177 0.1 0.3 -0.3
H -0.774 -3.660 0.840 -0.1 0.1 -0.2
H -1.316 -4.554 -0.583 -0.3 0.3 0.2
H -0.768 -2.204 -2.685 0.2 -0.2 0.2
H 1.223 -1.543 -3.851 0.1 -0.2 0.2
H 3.496 -2.064 -2.863 -0.2 -0.2 0.2
H 3.576 -3.338 -0.749 -0.2 0.1 -0.1
H 1.536 -4.022 0.454 0.1 0.1 -0.2
H -5.994 -3.002 -2.107 -0.3 -0.3 0.3
H -4.012 -1.206 -3.051 0.1 0.0 -0.3
C 1.220 5.789 2.286 0.3 0.0 0.1
O 0.262 4.812 2.740 0.1 1.4 -3.1
P -0.128 3.592 1.654 -0.9 -6.0 5.2
O -1.309 3.081 2.422 -0.3 1.1 -0.5
O 1.218 2.748 1.992 0.2 0.0 -0.8
C 1.538 2.478 3.350 0.2 0.2 0.2
O -0.328 2.671 0.291 0.9 3.0 -0.9
C -1.337 3.112 -0.624 -0.2 -0.1 -0.1
H 1.480 6.426 3.129 -0.1 -0.1 0.1
H 2.128 5.303 1.915 0.0 0.0 0.0
H 0.789 6.403 1.495 0.1 0.1 0.0
H 0.660 2.512 3.994 -0.1 0.0 -0.1
H 2.279 3.199 3.701 0.0 0.0 0.1
H 1.976 1.481 3.397 0.0 0.0 -0.1
H -1.170 4.145 -0.928 0.0 -0.1 -0.1
H -2.325 3.017 -0.167 0.0 0.0 0.1
H -1.289 2.476 -1.506 0.2 0.0 0.1
C 9.017 -4.553 -3.162 0.1 -0.1 -0.1
O 7.776 -3.817 -3.133 2.4 0.9 2.1
P 7.895 -2.149 -3.064 -5.6 1.6 -4.7
O 6.470 -1.855 -2.735 0.6 -0.4 1.0
O 8.215 -2.036 -4.648 0.6 0.5 0.2
C 7.338 -2.661 -5.576 0.1 -0.3 -0.1
O 8.561 -0.640 -2.872 1.9 -2.2 1.4
C 8.767 -0.223 -1.513 -0.1 0.2 0.2
H 8.789 -5.600 -3.347 -0.1 0.1 0.0
H 9.669 -4.187 -3.959 0.0 0.0 0.0
H 9.530 -4.464 -2.205 0.1 -0.1 0.0
H 6.339 -2.807 -5.165 0.0 0.0 0.1
H 7.754 -3.622 -5.881 -0.1 0.0 0.0
H 7.271 -2.020 -6.454 0.1 0.1 0.1
H 9.376 -0.949 -0.974 0.0 0.1 0.1
H 7.808 -0.097 -1.008 0.0 -0.1 0.0
H 9.291 0.730 -1.530 0.0 0.0 -0.1
C 14.331 -8.247 -1.455 0.1 -0.2 -0.1
O 13.517 -7.262 -2.118 1.5 0.8 2.9
P 14.142 -5.707 -2.210 -2.2 1.7 -7.1
O 12.897 -5.015 -2.650 -0.1 -0.3 1.3
O 15.119 -6.099 -3.441 0.6 0.4 0.4
C 14.566 -6.727 -4.592 0.0 -0.4 -0.1
O 15.121 -4.401 -1.914 0.3 -2.2 2.5
C 14.861 -3.694 -0.690 -0.1 0.2 0.1
H 13.867 -9.221 -1.596 -0.1 0.1 0.0
H 15.338 -8.271 -1.880 0.0 0.0 0.0
H 14.390 -8.033 -0.387 0.0 -0.1 0.0
H 13.502 -6.521 -4.702 0.0 0.1 0.1
H 14.728 -7.804 -4.533 -0.1 0.0 0.0
H 15.094 -6.346 -5.464 0.1 0.1 0.1
H 14.906 -4.369 0.165 0.0 0.1 0.1
H 13.881 -3.216 -0.732 0.0 -0.1 0.0
H 15.627 -2.931 -0.574 0.0 -0.1 -0.1
C -12.025 2.008 0.170 -0.1 0.2 0.0
O -11.170 1.785 1.308 0.2 -1.5 -3.2
P -9.512 1.686 1.007 2.5 3.4 7.4
O -9.197 1.175 2.381 -0.5 -1.0 -0.7
O -9.359 3.300 0.920 0.4 -0.3 -0.9
C -9.965 4.093 1.934 -0.4 0.2 -0.1
O -7.986 1.519 0.370 -2.2 -0.8 -2.5
C -7.609 0.177 0.004 -0.2 -0.2 -0.1
H -13.033 2.196 0.534 0.1 0.0 0.1
H -11.688 2.874 -0.406 0.0 0.0 0.0
H -12.037 1.127 -0.472 -0.1 0.0 0.0
H -10.124 3.532 2.853 0.1 -0.1 -0.1
H -10.918 4.476 1.566 0.0 0.0 0.1
H -9.312 4.939 2.144 0.1 -0.1 -0.1
H -8.345 -0.245 -0.683 0.1 -0.1 -0.1
H -7.535 -0.453 0.887 -0.1 0.1 0.0
H -6.644 0.216 -0.483 -0.1 0.2 0.0
C -12.045 2.517 4.554 0.0 0.0 -0.1
O -13.330 2.426 5.206 2.7 -0.1 1.7
P -13.488 3.235 6.662 -6.9 2.3 -0.7
O -14.777 2.629 7.101 0.9 -0.7 0.1
O -13.677 4.679 5.953 0.6 0.2 0.5
C -14.680 4.830 4.957 0.1 0.0 -0.4
O -13.029 4.008 8.056 2.6 -1.5 -1.4
C -12.495 3.160 9.086 -0.1 -0.1 0.2
H -12.124 2.069 3.567 -0.1 -0.1 0.1
H -11.738 3.561 4.447 -0.1 0.0 0.0
H -11.296 1.975 5.132 0.1 0.0 -0.2
H -15.472 4.088 5.054 0.1 -0.1 0.1
H -14.224 4.755 3.967 -0.1 -0.1 0.0
H -15.109 5.825 5.065 0.1 0.0 0.1
H -11.653 2.578 8.710 0.0 0.0 0.1
H -13.269 2.490 9.461 0.0 0.0 -0.1
H -12.147 3.795 9.897 0.0 0.1 -0.1
C 3.821 2.688 -4.156 0.1 0.0 -0.2
O 2.911 3.306 -3.225 1.8 -2.6 1.0
P 3.478 3.538 -1.666 -3.0 6.7 1.3
O 2.174 3.871 -1.024 0.0 -1.0 -0.2
O 4.327 4.852 -2.096 0.6 -0.3 0.4
C 3.670 5.903 -2.791 0.0 0.0 -0.4
O 4.443 3.406 -0.329 0.6 -2.5 -2.1
C 4.289 2.185 0.424 -0.1 -0.2 0.3
H 3.373 2.731 -5.146 -0.1 0.0 0.1
H 4.777 3.217 -4.177 0.0 0.0 0.0
H 3.987 1.644 -3.886 0.0 0.0 -0.1
H 2.594 5.904 -2.614 0.0 -0.1 0.0
H 3.867 5.813 -3.861 -0.1 0.0 0.0
H 4.089 6.846 -2.441 0.1 -0.1 0.1
H 4.445 1.315 -0.215 0.1 -0.1 0.1
H 3.296 2.142 0.873 0.0 0.1 -0.1
H 5.041 2.181 1.211 0.1 0.1 -0.1
```
Positions in Å, forces in eV/Å.

These are the Mulliken partial charges, in e, on atoms 1 to 5: C -1.756; C 0.859; F -0.283; C -0.894; Si -0.073